1.
ORCA calculation (wB97M-V/def2-TZVPD) on C17H48CrNO18P4 as an isolated structure in a non-equilibrium geometry.

Structure (XYZ):
```
89
Properties=species:S:1:pos:R:3:forces:R:3:lowdin_spin:R:1
Cr -0.414700 0.243091 0.307682 0.57 0.20 0.50 3.760
P 0.446112 -2.531977 2.182937 -0.17 0.07 0.66 0.006
P -1.275687 2.962253 -1.723251 -0.17 0.39 0.46 0.007
P -0.982874 -1.950617 -2.445469 -0.27 0.06 0.11 0.004
P 3.140547 0.713751 -0.586535 -0.43 -0.20 -0.34 0.006
O 0.663481 -4.011767 1.709588 0.03 -0.13 -0.56 0.001
O -0.849631 4.371585 -1.149253 0.11 0.21 -0.04 0.002
O -0.786948 -0.834642 -1.530524 0.19 0.94 0.44 0.017
O 1.673202 0.751859 -0.492017 0.55 -0.17 -0.53 0.033
O -0.575981 -2.605965 3.365078 0.10 0.19 0.33 0.001
O -2.489039 -0.195775 0.819511 -0.75 -0.10 -0.03 0.035
O -2.091449 -2.963071 -2.045223 -0.32 -0.55 0.33 0.001
O -0.372130 2.668672 -2.956007 0.18 -0.23 -0.38 0.001
O 1.766275 -2.021517 2.853124 0.42 -0.40 0.21 0.001
O -0.034639 -1.740368 1.061483 -0.15 0.03 -0.79 0.028
O 0.251944 1.101161 1.974465 0.13 -0.77 -0.76 0.035
O -1.422218 -1.470455 -3.866328 0.02 0.15 -0.26 0.000
O 3.734943 1.666805 -1.696057 -0.27 0.42 -0.23 0.002
O -1.257072 1.914157 -0.699642 0.08 0.09 -0.16 0.032
O -2.682118 3.287270 -2.331321 -0.22 0.00 0.06 0.001
O 0.282824 -2.853021 -2.625312 0.46 -0.33 -0.21 0.001
O 3.932405 1.099600 0.697123 0.27 -0.06 0.48 0.001
O 3.722842 -0.704180 -0.938751 -0.27 -0.16 0.33 0.000
N -4.729078 -0.289734 0.869377 0.18 0.25 0.08 0.005
C -0.265911 -2.372460 4.748655 -0.03 -0.06 0.39 0.000
C -0.088719 1.679299 4.276514 0.61 -0.28 0.99 0.000
C -1.603282 -2.428160 -4.923365 -0.10 -0.21 -0.10 0.000
C -0.018110 2.122591 2.834355 -0.85 0.28 -0.13 0.004
C -3.468686 -0.417966 2.960035 -0.54 0.16 0.28 0.001
C -4.807917 -0.156225 -0.571585 -0.14 0.34 -0.19 0.000
C -0.326944 3.547241 -4.103064 -0.21 -0.18 0.15 0.000
C 2.986335 -2.021559 2.094864 -0.06 0.53 -0.44 0.000
C 2.830767 2.268547 -2.651216 0.51 -0.30 -0.23 0.000
C -2.039077 -3.580977 -0.731111 -0.72 -0.49 -0.43 0.000
C 3.719060 2.400723 1.256837 0.32 0.65 -0.05 0.000
C -3.718434 3.737727 -1.426709 0.03 0.48 -0.26 0.000
C -3.523065 -0.252362 1.480158 0.20 -0.34 -0.34 0.010
C 0.326375 4.481200 -0.331115 0.02 -0.02 0.26 0.000
C 1.496639 -2.209179 -3.070599 -0.50 0.07 -0.29 0.000
C 1.572074 -4.956889 2.239082 0.72 -0.35 0.39 0.000
C 5.091742 -1.062576 -0.720571 0.30 -0.40 -0.21 0.000
H 0.657045 -1.815335 4.879225 -0.01 0.07 -0.18 0.000
H -0.160955 2.534376 4.959776 -0.27 -0.05 -0.11 0.000
H -0.619753 4.558465 -3.829521 0.11 0.06 0.02 0.000
H -1.012679 2.585840 2.630346 0.23 0.13 -0.14 0.000
H 0.814268 1.141431 4.602924 0.01 0.09 -0.35 0.000
H -1.085204 -1.804631 5.181214 -0.06 0.00 -0.10 0.000
H -1.319542 -3.433414 -4.613334 0.06 0.05 0.06 0.000
H -3.345433 -1.478875 3.179846 0.26 0.00 -0.02 0.000
H -2.622975 0.156591 3.324888 0.05 -0.10 0.16 0.000
H 5.516436 -1.370621 -1.674789 -0.01 0.14 -0.01 0.000
H -1.057064 -4.007953 -0.554570 0.15 0.31 0.25 0.000
H 1.038748 -5.794838 2.681547 -0.14 0.04 -0.05 0.000
H -0.988758 -2.126955 -5.767410 -0.02 0.08 -0.01 0.000
H -4.485243 0.834415 -0.905108 0.13 -0.07 0.05 0.000
H -2.653115 -2.441434 -5.203729 -0.01 0.10 -0.02 0.000
H 3.676744 2.302738 2.335015 -0.20 -0.06 0.04 0.000
H -5.549487 -0.088772 1.414141 -0.01 -0.17 0.07 0.001
H 1.763334 -1.426546 -2.365432 0.29 -0.18 0.10 0.000
H -4.657175 3.356764 -1.813568 -0.02 -0.19 0.14 0.000
H 0.720106 2.947077 2.765218 0.03 -0.02 -0.04 0.001
H -1.010175 3.167008 -4.858230 0.00 -0.02 -0.01 0.000
H 4.558917 3.048230 0.990570 0.00 -0.19 0.00 0.000
H 3.455614 2.702677 -3.427364 0.07 0.15 0.12 0.000
H -4.171698 -0.894078 -1.053031 -0.02 -0.06 -0.02 0.000
H -2.754191 -4.405002 -0.762834 0.05 0.10 -0.11 0.000
H 2.208565 1.507594 -3.118975 -0.21 0.05 0.19 0.000
H 1.203382 4.648334 -0.958256 -0.03 -0.09 -0.03 0.000
H 1.325889 -1.756271 -4.052209 0.02 -0.04 0.04 0.000
H -0.909164 0.982624 4.470214 -0.14 0.17 -0.12 0.000
H -3.758920 4.827700 -1.447270 0.10 -0.06 -0.06 0.000
H -3.519118 3.426998 -0.403453 -0.09 -0.26 -0.03 0.000
H -0.177525 -3.322809 5.276331 -0.06 -0.04 -0.14 0.000
H 2.220635 -3.005623 -3.180893 0.27 0.11 0.23 0.000
H -4.396678 -0.113438 3.450152 0.11 0.12 0.00 0.000
H 2.236305 -4.532366 2.997045 -0.25 0.11 0.05 0.000
H 5.127170 -1.924558 -0.053330 -0.10 0.10 0.07 0.000
H -5.840925 -0.281149 -0.888064 0.01 -0.18 0.04 0.000
H 2.220510 -5.322681 1.440474 -0.24 0.01 -0.09 0.000
H 2.790600 -2.109718 1.022354 -0.10 -0.12 0.08 0.000
H 2.236588 3.025654 -2.154910 -0.18 0.02 -0.06 0.000
H 2.812716 2.860383 0.863399 -0.18 -0.17 0.21 0.000
H 0.196247 5.347568 0.311320 -0.09 0.02 -0.03 0.000
H -2.386497 -2.865921 0.007798 0.44 0.13 0.16 0.000
H 3.631137 -2.832870 2.420094 0.03 0.02 0.14 0.000
H 5.672460 -0.251664 -0.292824 -0.03 0.08 -0.02 0.000
H 0.692216 3.517172 -4.472873 0.05 0.09 -0.03 0.000
H 0.442386 3.590144 0.292118 0.04 0.00 -0.09 0.000
H 3.450402 -1.048352 2.240123 0.10 -0.10 0.17 0.000
```
Forces are in eV/Å.

Values from the calculation:
- 2S+1: 5
- Orbital gap (alpha / beta): 7.064 / 8.494 eV
- LUMO level (alpha / beta): -0.0515 / -0.0515 Ha
- Charge: +1
- DFT total energy: -4495.79735 Eh
- Energy relative to the best compared isomer or geometry (same formula, charge and spin): 0.0 kJ/mol

2.
ORCA calculation (wB97M-V/def2-TZVPD) on C17H48F3N6NbO5P3S2 as an isolated structure in a non-equilibrium geometry.

Structure (XYZ):
```
85
Properties=species:S:1:pos:R:3:forces:R:3:mulliken_charge:R:1
Nb 1.904853 4.791517 1.214616 0.99 2.60 2.67 -0.323
S 2.595763 7.194986 1.638968 -0.99 0.13 -0.76 -0.461
S 0.265430 5.007047 3.124355 -0.14 0.32 -0.01 -0.388
P 2.880184 -3.604439 2.118871 -6.89 2.43 3.02 0.941
P -4.413722 1.093252 -2.950238 0.03 -0.62 7.95 0.913
P 0.879799 2.432651 0.810993 -3.70 0.89 0.16 0.784
F 1.111645 4.068979 -4.819263 -0.74 0.47 2.99 -0.263
F 0.352101 4.925774 -2.645771 1.54 -0.57 -3.04 -0.172
F 3.459328 3.220118 -3.433236 -1.17 2.58 0.56 -0.338
O 1.448769 1.281131 1.927509 -0.05 0.32 -2.70 -0.292
O 1.176178 2.022231 -0.828576 0.15 -0.29 1.64 -0.444
O 3.103190 -2.081299 2.089111 3.56 -1.43 -1.82 -0.845
O -4.726649 2.548298 -2.552949 -0.08 0.18 -4.27 -0.812
O -0.654467 2.612444 0.970297 3.33 -1.00 -0.17 -0.585
N -4.008787 -0.554703 -3.531135 0.29 0.41 -3.51 -0.008
N 2.755162 -5.392690 2.142866 3.16 -1.01 -1.20 -0.034
N 1.492868 -3.531392 1.112983 -0.65 0.53 -1.05 0.215
N 2.472313 -3.586146 3.801942 -0.28 -0.38 1.45 0.104
N -3.079443 0.996501 -1.854953 0.89 -0.45 0.54 0.278
N -5.866637 0.481783 -2.267384 -1.51 0.09 0.30 0.129
C 0.273730 -4.304164 1.215572 0.12 -0.58 0.26 -0.803
C 3.545626 -3.028693 4.633226 0.24 -0.17 -0.25 -1.112
C -3.313463 0.949585 -0.412786 -0.33 -0.15 0.23 -0.820
C -3.089870 -1.473694 -2.871371 0.55 0.33 0.50 -0.905
C 3.487348 4.494570 -0.390766 0.46 0.38 -0.11 -0.825
C 3.416608 3.967749 2.744508 1.08 -1.11 -0.37 -0.858
C -2.055924 2.016643 -2.121285 0.11 0.00 -0.45 -1.237
C -6.060897 -0.755288 -1.543333 0.43 -0.42 -0.19 -0.868
C -3.669358 -0.508939 -4.962497 -0.28 -0.09 -0.15 -1.107
C 2.165197 -6.177467 3.219574 -0.05 0.37 0.71 -0.901
C 1.204145 -3.011015 4.242765 -0.32 0.09 -0.40 -1.027
C -7.041821 0.730517 -3.099835 0.25 0.51 -0.10 -1.125
C 4.056185 -5.987613 1.795453 -0.02 -0.07 -0.36 -1.113
C 3.179754 5.228711 -1.787897 0.89 -1.16 -0.31 -0.342
C 1.355247 4.431162 -3.492118 3.11 -0.64 1.40 0.163
C 2.638423 4.263905 -2.925072 -2.35 0.49 -0.44 0.441
C 1.817285 -3.346957 -0.301791 0.42 0.40 0.11 -1.108
H 1.193523 -2.851630 5.324638 0.33 -0.02 -0.08 0.370
H -2.696600 -0.027168 -5.124040 0.04 -0.15 -0.17 0.358
H -3.130129 -2.453852 -3.361820 -0.31 0.18 -0.32 0.359
H 2.132965 -4.293121 -0.761951 -0.11 -0.09 -0.16 0.320
H -3.632992 -0.046417 -0.100172 -0.19 -0.05 -0.06 0.175
H 1.142919 -5.872405 3.438463 0.14 0.24 0.01 0.262
H 2.521950 6.158394 -1.674862 0.65 -1.62 -0.26 0.236
H -4.059162 1.680454 -0.085950 0.00 0.02 0.09 0.309
H 0.672258 5.440876 0.052578 -0.13 -0.51 -0.79 0.178
H -2.391840 1.133174 0.146659 0.04 0.25 -0.32 0.144
H -0.125305 -4.330673 2.227442 0.20 -0.03 0.07 0.145
H -7.098861 0.012180 -3.929443 -0.18 -0.14 -0.04 0.337
H 2.098293 -7.229081 2.917491 0.22 0.13 -0.40 0.390
H 2.630347 -2.626729 -0.426152 -0.05 -0.03 0.13 0.345
H 1.510517 8.003694 1.288488 0.89 -1.00 0.33 0.125
H 4.449594 4.982487 0.011966 -1.34 -0.80 -0.36 0.511
H -6.075701 -1.634160 -2.201049 0.01 -0.14 -0.05 0.303
H 3.071238 2.994805 3.220773 0.35 1.17 -0.43 0.266
H 0.863112 2.806390 -1.327995 0.21 -0.41 0.41 0.085
H 3.692951 3.381436 -0.486761 -0.13 1.29 -0.24 0.289
H 3.642419 4.713167 3.572074 -0.37 -0.74 -1.01 0.287
H 0.231725 6.303265 3.601575 0.37 -0.87 -0.63 0.097
H -4.424705 0.066393 -5.509836 0.02 0.05 0.04 0.368
H 3.429502 -3.345116 5.674350 -0.15 -0.06 -0.09 0.346
H 4.520959 -3.394627 4.295881 0.01 0.06 -0.01 0.366
H 4.781887 -5.856477 2.608335 0.09 -0.21 -0.05 0.357
H 0.986631 -2.054877 3.757016 -0.07 0.05 0.05 0.301
H -0.518304 -3.845777 0.613825 0.29 0.16 -0.07 0.324
H -1.100057 1.726489 -1.680326 -0.24 -0.12 0.11 0.359
H 4.195020 5.615635 -2.169203 -1.46 -0.57 0.18 0.327
H -7.011203 1.735600 -3.529055 0.12 -0.05 0.08 0.320
H -5.309558 -0.915313 -0.773071 0.16 0.08 -0.15 0.162
H 2.151596 0.736033 1.511260 -0.34 0.21 0.47 0.244
H 4.463286 -5.504708 0.899921 0.00 0.05 0.04 0.356
H -3.365295 -1.656370 -1.833608 0.02 0.29 -0.01 0.230
H 0.964426 -2.950777 -0.859287 -0.04 -0.09 0.15 0.272
H -1.890784 2.122215 -3.200033 -0.08 0.03 -0.05 0.400
H 3.965017 -7.052709 1.569783 -0.07 0.02 0.08 0.367
H 3.568142 -1.933422 4.600605 0.07 -0.07 -0.06 0.317
H 4.388244 3.722307 2.184231 -1.02 0.30 0.90 0.250
H -7.965330 0.670036 -2.516885 0.12 -0.13 0.07 0.338
H -2.338447 2.998593 -1.726878 0.02 -0.06 -0.07 0.352
H -3.647954 -1.508427 -5.404036 0.05 -0.02 0.09 0.357
H 0.377380 -3.697721 4.057758 -0.04 0.01 -0.15 0.256
H 2.751794 -6.135759 4.142788 -0.09 -0.02 0.03 0.289
H 0.394996 -5.336732 0.863822 -0.02 -0.14 -0.01 0.304
H -2.051539 -1.129487 -2.905853 -0.02 -0.05 0.10 0.315
H -7.015016 -0.735142 -1.004811 -0.01 0.25 -0.20 0.376
```
Forces are in eV/Å.

Values from the calculation:
- Orbital gap: 5.328 eV
- LUMO level: 0.0150 Ha
- Charge: -1
- DFT total energy: -3557.96179 Eh

3.
ORCA calculation (wB97M-V/def2-TZVPD) on C17H48F3O11SSn2 as an isolated structure in a non-equilibrium geometry.

Structure (XYZ):
```
82
Properties=species:S:1:pos:R:3:forces:R:3:mulliken_charge:R:1
Sn -4.865671 -0.040285 1.575325 2.16 0.47 -2.39 1.648
Sn -0.312818 -4.191615 3.324947 1.60 1.62 -2.04 1.538
S -0.960653 -0.877322 0.895556 0.46 -0.08 -0.01 0.814
F 1.489921 -0.162918 0.568266 1.11 -0.45 0.03 -0.119
F 0.224701 1.364870 1.413950 0.13 0.17 0.26 -0.227
F 0.121236 0.908298 -0.678924 -0.25 0.17 -0.75 -0.149
O -0.580084 1.562730 -6.374502 0.78 -0.38 1.14 -0.515
O -2.138763 -0.081687 1.292790 -1.54 -0.08 0.62 -0.523
O 1.497073 -2.282755 4.670314 -1.59 -1.21 -0.59 -0.447
O -1.153174 -1.607230 -0.331219 -0.42 -0.31 -0.28 -1.042
O 2.089471 -5.129412 1.545827 -1.39 -0.49 0.81 -0.445
O 4.306362 4.170016 4.229277 -0.74 -0.54 -0.22 -0.494
O -0.815947 -4.239884 0.513281 -0.01 -0.33 1.01 0.084
O -4.351887 2.639345 -0.642820 -0.21 -1.31 0.54 -0.532
O -0.992899 7.486946 0.522011 -0.57 -0.33 -0.29 -0.518
O -0.358981 -1.658392 1.980787 -0.55 -0.47 0.54 -0.417
O -3.939271 -0.940612 -1.168988 -0.37 0.10 0.72 -0.318
C 3.747803 -1.687356 4.181458 0.34 0.34 -0.09 -1.330
C -3.086021 -0.591120 -3.435078 0.71 0.67 0.17 -1.191
C -2.586595 3.812405 -1.741854 -0.24 -0.11 -0.17 -1.500
C -0.917481 -5.495662 -0.214003 -0.92 0.07 -0.51 -0.250
C -0.325452 -5.402652 -1.618666 0.57 -0.81 1.30 -1.038
C 0.328343 0.407885 0.506245 -0.97 0.25 0.70 0.509
C -0.483314 6.169284 0.593614 1.38 -0.33 -0.14 -0.226
C 2.836151 -4.684542 0.420634 2.37 0.03 -0.66 -0.556
C -1.423040 5.389751 1.481291 -0.01 -0.13 0.24 -0.735
C -4.329979 -0.639517 -2.585987 0.39 0.19 0.65 -0.252
C 3.557519 2.058973 3.238090 0.17 -0.81 -0.79 -0.488
C 3.183419 3.301366 4.045402 1.01 -0.63 -0.35 -0.261
C 2.307868 -1.478240 3.808982 0.70 0.29 -0.58 1.099
C -2.952871 2.580074 -0.920093 1.51 1.54 0.21 1.147
C -0.116512 -0.390609 -4.959989 0.51 0.77 0.56 -0.572
C 0.456089 0.583920 -5.995574 -2.30 -0.68 -1.82 -0.395
C 2.740490 -3.201086 0.277469 -0.92 0.85 0.82 -0.162
H 0.531092 6.229923 1.017420 -0.19 -0.21 0.25 0.333
H -0.854175 -4.657860 -2.203080 0.12 0.02 -0.22 0.340
H 0.552507 0.052394 -6.951996 1.02 -0.15 0.39 0.295
H 4.358742 1.423279 3.631246 -0.13 0.36 0.61 0.368
H -4.823653 0.329959 -2.512571 -0.10 -0.15 -0.29 0.323
H -2.993714 -1.185275 -1.120062 -0.33 0.18 -0.10 0.271
H 4.366407 -1.183517 3.435467 0.16 0.16 0.28 0.343
H -1.978003 -5.761722 -0.327632 0.11 0.12 0.24 0.296
H 1.361669 1.089661 -5.696000 0.02 0.16 0.04 0.339
H 1.379636 -1.830553 5.516777 0.01 -0.12 -0.06 0.304
H -0.123852 0.172564 -4.017367 -0.06 -0.46 0.17 0.037
H -2.372887 2.656013 0.012155 -0.23 -0.05 0.10 -0.334
H -1.189318 -3.514103 -0.021420 0.30 0.01 0.24 0.087
H -4.543335 3.578339 -0.490995 -0.17 -0.22 0.03 0.374
H -0.301582 5.615755 -0.346678 -0.57 0.66 -0.25 0.222
H 2.653333 -5.273952 -0.478064 -0.75 0.21 -0.04 0.385
H -2.432466 5.555795 1.102589 -0.16 0.29 0.43 0.301
H 2.352801 3.786216 3.523076 0.00 0.26 0.22 0.195
H -3.276052 -0.448881 -4.498191 -0.41 -0.42 0.02 0.468
H 1.704384 -2.908791 0.067602 0.17 0.08 -0.25 -0.066
H 2.987103 -2.739711 1.243450 -0.03 -0.27 -0.02 -0.209
H 3.917901 2.233533 2.211231 -0.31 0.53 0.17 0.422
H -3.218342 3.919961 -2.625624 -0.03 -0.21 0.00 0.390
H 1.936736 -0.455126 3.802115 0.26 0.17 0.50 0.170
H 0.747365 -5.228132 -1.536952 -0.09 0.47 -0.28 0.142
H 4.796773 4.149731 3.398252 0.07 0.24 0.17 0.322
H -2.442422 -1.459614 -3.274617 -0.26 -0.21 -0.24 0.359
H -2.751285 4.699378 -1.124888 0.27 0.08 -0.08 0.380
H -1.142273 -0.688568 -5.165196 0.00 0.15 -0.40 0.156
H 2.682982 1.403292 3.119640 -0.01 0.19 0.06 -0.296
H 2.029822 -6.091737 1.457518 0.09 0.14 0.25 0.294
H -1.557423 3.779490 -2.095963 0.08 0.08 0.20 0.354
H 2.211246 -1.752266 2.758162 -0.59 -0.62 0.21 -0.849
H 0.445280 -1.321771 -4.859859 0.27 0.22 0.04 0.370
H 3.968292 -1.332042 5.186150 0.15 0.20 -0.05 0.451
H -2.565322 1.675883 -1.381849 -1.03 -0.41 -0.29 -0.231
H -0.402000 -6.401892 -2.052982 -0.30 0.19 -0.29 0.394
H 3.428637 -2.695072 -0.393008 -0.01 -0.54 -0.49 0.489
H 3.890600 -4.924864 0.614605 -0.07 0.02 0.23 0.386
H -1.257742 5.745493 2.496982 -0.66 0.09 0.09 0.349
H -2.445090 0.271347 -3.214961 -0.25 -0.02 0.32 0.329
H -0.489043 -6.257930 0.437084 0.35 0.04 -0.23 0.307
H -1.308300 4.299926 1.519122 0.55 0.10 -0.31 -0.012
H -1.305519 0.995757 -6.659100 -0.07 0.34 -0.19 0.282
H 4.022923 -2.741749 4.147011 -0.21 -0.08 -0.06 0.360
H 2.860608 2.939210 5.023282 -0.05 0.46 0.09 0.272
H -0.594384 8.019043 -0.172075 0.24 -0.19 -0.02 0.301
H -5.013706 -1.419745 -2.917616 -0.04 0.07 0.19 0.298
```
Forces are in eV/Å.

Values from the calculation:
- Orbital gap: 2.918 eV
- LUMO level: -0.4483 Ha
- Charge: +3
- DFT total energy: -2629.32554 Eh